(1)
Entry from OMol25: a cluster of 2 separate species, C4H11NO2 in total (wB97M-V/def2-TZVPD).

As for the gap between HOMO and LUMO: 10.71 eV. As for the spin multiplicity: 1. The SMILES is CC(=O)O.CCN. The value obtained for the lowest unoccupied orbital energy is 0.95 eV. As for the highest occupied orbital energy: -0.359 hartree. For the total energy, the calculation gives -9912.2419 eV. Its relative energy (zero: lowest compared OMol25 entry of this formula, charge and spin) is 0.0 kcal per mole.

CARTESIAN COORDINATES (ANGSTROEM)
1 C -0.05 1.00 -3.02
2 C -0.59 0.56 -1.68
3 O -1.20 -0.46 -1.51
4 O -0.32 1.43 -0.70
5 H -0.48 0.35 -3.78
6 H -0.26 2.06 -3.13
7 H 1.02 0.81 -3.01
8 H -0.66 1.04 0.16
9 C 1.20 -1.08 1.15
10 C 0.28 -0.49 2.19
11 N -1.02 -0.08 1.60
12 H 2.19 -1.30 1.55
13 H 0.78 -2.00 0.73
14 H 1.40 -0.36 0.36
15 H 0.12 -1.21 3.00
16 H 0.71 0.41 2.61
17 H -1.67 0.22 2.32
18 H -1.46 -0.89 1.17


(2)
Entry from OMol25: a cluster of 2 separate species, C4H11NO2 in total in a non-equilibrium geometry (wB97M-V/def2-TZVPD).

As for the gap between HOMO and LUMO: 7.28 eV. As for the spin multiplicity: 1. The value obtained for the lowest unoccupied orbital energy is 0.73 eV. As for the highest occupied orbital energy: -0.240 hartree. For the total energy, the calculation gives -9908.5437 eV. Its relative energy (zero: lowest compared OMol25 entry of this formula, charge and spin) is 85.3 kcal per mole.

CARTESIAN COORDINATES (ANGSTROEM)
1 C 0.14 -0.70 -0.79
2 C -0.83 0.99 1.88
3 C 2.09 0.23 0.26
4 C -0.69 -0.71 -2.04
5 N 1.15 0.17 -0.68
6 O 0.21 -1.87 -0.05
7 O -2.02 1.43 1.25
8 H 1.02 -2.35 -0.25
9 H -2.67 0.72 1.32
10 H 1.08 0.98 -1.29
11 H -0.47 0.06 1.37
12 H -0.11 1.80 1.77
13 H -0.99 0.83 2.96
14 H 2.13 -0.52 1.02
15 H 2.70 1.10 0.32
16 H -0.25 -1.33 -2.82
17 H -1.68 -1.12 -1.81
18 H -0.81 0.30 -2.43


(3)
Entry from OMol25: the molecule C4H11NO2 in a non-equilibrium geometry (wB97M-V/def2-TZVPD).

As for the gap between HOMO and LUMO: 10.54 eV. As for the spin multiplicity: 1. The SMILES is C[C@@H](O)[C@H](N)CO. The value obtained for the lowest unoccupied orbital energy is 0.66 eV. As for the highest occupied orbital energy: -0.363 hartree. For the total energy, the calculation gives -9909.8317 eV. Its relative energy (zero: lowest compared OMol25 entry of this formula, charge and spin) is 55.6 kcal per mole.

CARTESIAN COORDINATES (ANGSTROEM)
1 C 0.83 0.88 2.02
2 C -0.11 0.74 0.74
3 O 0.08 1.81 -0.09
4 C 0.14 -0.68 0.00
5 N 1.72 -0.69 -0.35
6 C -0.68 -1.02 -1.23
7 O -2.12 -1.18 -0.92
8 H 1.72 1.50 1.80
9 H 0.21 1.34 2.85
10 H 1.09 -0.05 2.44
11 H -1.21 0.73 1.01
12 H 0.85 1.76 -0.78
13 H -0.08 -1.46 0.84
14 H 1.89 -1.37 -1.11
15 H 1.97 0.22 -0.84
16 H -0.30 -1.92 -1.76
17 H -0.47 -0.10 -1.92
18 H -2.51 -0.36 -1.14


(4)
Entry from OMol25: a cluster of 2 separate species, C4H11NO2 in total in a non-equilibrium geometry (wB97M-V/def2-TZVPD).

As for the gap between HOMO and LUMO: 9.76 eV. As for the spin multiplicity: 1. The SMILES is CC(N)=O.COC. The value obtained for the lowest unoccupied orbital energy is 0.93 eV. As for the highest occupied orbital energy: -0.325 hartree. For the total energy, the calculation gives -9909.2768 eV. Its relative energy (zero: lowest compared OMol25 entry of this formula, charge and spin) is 68.4 kcal per mole.

CARTESIAN COORDINATES (ANGSTROEM)
1 C 1.67 -0.60 1.16
2 C 0.97 0.47 0.34
3 N 1.44 0.56 -0.98
4 O 0.58 1.55 0.89
5 H 1.41 -1.59 0.77
6 H 2.75 -0.47 1.10
7 H 1.34 -0.55 2.18
8 H 1.38 1.49 -1.37
9 H 2.06 -0.16 -1.30
10 C -1.17 -1.12 -0.97
11 O -0.80 -0.29 0.11
12 C -1.77 1.05 0.41
13 H -0.97 -0.61 -1.92
14 H -0.61 -2.06 -0.92
15 H -2.24 -1.38 -0.89
16 H -2.70 0.48 0.54
17 H -1.58 1.58 1.34
18 H -1.77 1.65 -0.49


(5)
Entry from OMol25: a cluster of 2 separate species, C4H11NO2 in total in a non-equilibrium geometry (wB97M-V/def2-TZVPD).

As for the gap between HOMO and LUMO: 10.58 eV. As for the spin multiplicity: 1. The SMILES is CC(N)=O.CCO. The value obtained for the lowest unoccupied orbital energy is 0.65 eV. As for the highest occupied orbital energy: -0.365 hartree. For the total energy, the calculation gives -9911.2326 eV. Its relative energy (zero: lowest compared OMol25 entry of this formula, charge and spin) is 23.3 kcal per mole.

CARTESIAN COORDINATES (ANGSTROEM)
1 C -1.88 -1.16 0.76
2 C -2.36 -0.58 -0.54
3 N -1.40 0.11 -1.26
4 O -3.48 -0.73 -0.93
5 H -1.12 -0.63 1.33
6 H -1.62 -2.20 0.52
7 H -2.72 -1.25 1.47
8 H -1.53 0.34 -2.23
9 H -0.48 0.35 -0.93
10 C 2.82 0.62 -0.66
11 C 2.16 0.65 0.72
12 O 3.07 0.91 1.80
13 H 3.12 -0.33 -1.07
14 H 3.74 1.20 -0.57
15 H 2.25 1.27 -1.31
16 H 1.34 1.37 0.65
17 H 1.66 -0.27 1.00
18 H 3.93 0.96 1.41


(6)
Entry from OMol25: a cluster of 2 separate species, C4H11NO2 in total in a non-equilibrium geometry (wB97M-V/def2-TZVPD).

As for the gap between HOMO and LUMO: 10.20 eV. As for the spin multiplicity: 1. The SMILES is CC(C)NC=O.O. The value obtained for the lowest unoccupied orbital energy is 0.69 eV. As for the highest occupied orbital energy: -0.350 hartree. For the total energy, the calculation gives -9910.2987 eV. Its relative energy (zero: lowest compared OMol25 entry of this formula, charge and spin) is 44.8 kcal per mole.

CARTESIAN COORDINATES (ANGSTROEM)
1 C -0.23 -1.34 -0.05
2 C -1.29 -0.50 -0.52
3 C -2.59 -0.79 0.26
4 N -0.90 0.91 -0.57
5 C -0.12 1.49 0.37
6 O 0.92 1.04 0.94
7 H 0.09 -1.15 0.97
8 H -0.40 -2.39 -0.31
9 H 0.67 -0.94 -0.44
10 H -1.51 -0.75 -1.57
11 H -3.50 -0.21 -0.02
12 H -2.24 -0.87 1.34
13 H -2.82 -1.90 -0.14
14 H -1.48 1.56 -1.19
15 H -0.49 2.44 0.63
16 O 3.62 -0.28 -0.40
17 H 3.61 -0.12 0.53
18 H 3.38 -1.24 -0.45